(1)
Entry from the Open Molecules 2025 dataset: a molecular structure, C52H42As2F5NaO7SSe (the ωB97M-V functional and the def2-TZVPD basis).

Computed properties:
E_LUMO ... 0.1335 Ha
HOMO ... -2.213 eV
Frontier orbital gap ... 5.8 eV

Geometry as ORCA input:
```
! wB97M-V def2-TZVPD RIJCOSX def2/J DEFGRID3
* xyz -2 1
Na -1.68682 0.52248 -0.15155
O -5.60152 0.21068 4.29855
C -4.82552 0.32618 3.35275
C -4.97472 -0.29012 1.99855
O -5.84902 -1.08812 1.65815
C -3.87232 0.23448 1.18345
C -3.07532 1.10208 1.98685
O -2.05822 1.73418 1.50695
C -3.56032 1.11168 3.35035
O -3.02832 1.63828 4.33905
O -3.60192 -0.03582 -0.02175
C 2.45298 2.52088 1.13755
C 3.09798 1.19738 0.77255
As 1.93808 0.29708 -0.56535
C 1.96988 1.73618 -1.88325
C 0.78588 2.26288 -2.38395
C 0.81128 3.29178 -3.31125
C 2.02088 3.82578 -3.72485
C 3.20738 3.31288 -3.22595
C 3.17768 2.26598 -2.32415
C 3.35458 -0.76962 -1.45185
C 3.31158 -0.95712 -2.83145
C 4.20278 -1.79842 -3.47035
C 5.16088 -2.47902 -2.73645
C 5.21278 -2.31382 -1.36345
C 4.31258 -1.47662 -0.72895
As 0.47128 2.22218 1.24805
C 0.60168 0.93378 2.68215
C 1.20968 1.26428 3.88695
C 1.30708 0.34498 4.91505
C 0.75718 -0.91792 4.76105
C 0.14508 -1.25962 3.56675
C 0.09228 -0.34542 2.52955
C 0.11328 3.77728 2.37545
C -0.74982 3.68108 3.46115
C -1.03072 4.78828 4.23965
C -0.44892 6.01098 3.94715
C 0.40068 6.12538 2.85885
C 0.67198 5.01648 2.07605
H 2.64578 3.25358 0.33995
H 2.88598 2.92458 2.06255
H 3.13578 0.55378 1.66355
H 4.13058 1.32248 0.41485
H -0.17002 1.86708 -2.05025
H -0.11542 3.67978 -3.70675
H 2.04268 4.64338 -4.43305
H 4.15768 3.72858 -3.54085
H 4.10918 1.84488 -1.95685
H 2.56588 -0.42392 -3.41245
H 4.14758 -1.93222 -4.54225
H 5.85568 -3.14232 -3.23345
H 5.95738 -2.84662 -0.78725
H 4.34868 -1.37032 0.35145
H 1.60768 2.26678 4.02005
H 1.81118 0.60838 5.83965
H 0.80928 -1.63312 5.57355
H -0.27412 -2.24742 3.43375
H -0.36232 -0.62672 1.59045
H -1.22812 2.73538 3.68775
H -1.70962 4.68608 5.07505
H -0.66262 6.87788 4.56005
H 0.85298 7.08118 2.62005
H 1.32648 5.11488 1.21165
C -1.56612 4.53108 -0.61055
O -2.21122 3.30088 -0.75845
H -2.01952 5.14618 0.17715
H -1.64702 5.05638 -1.56425
H -0.49412 4.40778 -0.37205
H -2.27732 2.87108 0.11375
F -0.02392 0.84728 -9.01585
C -0.49762 0.64618 -7.75945
C -0.27002 -0.55452 -7.09355
F 0.45078 -1.52342 -7.70995
C -0.78402 -0.75422 -5.82845
F -0.53652 -1.93312 -5.21895
C -1.55712 0.20658 -5.14775
Se -2.38592 -0.15282 -3.52575
C -1.71562 1.42818 -5.83555
F -2.38302 2.43078 -5.24205
C -1.22172 1.64078 -7.10705
F -1.43742 2.81408 -7.74855
O -0.67132 -1.26342 -0.59365
S -1.13612 -2.30212 -1.53115
C -2.81102 -2.80672 -0.95505
C -2.85692 -3.57182 0.31215
C -2.65462 -2.92982 1.52995
C -2.74562 -3.62902 2.71775
C -3.03112 -4.98492 2.70905
C -3.22772 -5.63712 1.50435
C -3.14002 -4.93522 0.31455
C -0.18432 -3.89892 -1.10945
C 0.42638 -3.98862 0.23915
C 0.06208 -4.97852 1.14715
C 0.66248 -5.05582 2.39085
C 1.64618 -4.15162 2.75155
C 2.02518 -3.17042 1.85205
C 1.42708 -3.09452 0.60825
H -3.23752 -3.35932 -1.79075
H -3.32572 -1.84822 -0.84495
H -2.45872 -1.86942 1.54475
H -2.62072 -3.10732 3.65585
H -3.12082 -5.52772 3.64005
H -3.45932 -6.69522 1.49005
H -3.30722 -5.45082 -0.62335
H 0.59368 -3.89382 -1.87425
H -0.87552 -4.71522 -1.30255
H -0.69422 -5.70202 0.88415
H 0.35678 -5.82652 3.08525
H 2.11428 -4.21232 3.72485
H 2.79208 -2.45922 2.12575
H 1.73788 -2.33342 -0.09475
*
```



(2)
Entry from the Open Molecules 2025 dataset: a molecular structure, C52H45BrCsN4O7PS2 (the ωB97M-V functional and the def2-TZVPD basis).

Computed properties:
E_LUMO (spin up / spin down) ... 0.1233 / 0.1232 Ha
HOMO (spin up / spin down) ... -1.097 / -2.487 eV
Frontier orbital gap (spin up / spin down) ... 4.5 / 5.8 eV

Geometry as ORCA input:
```
! wB97M-V def2-TZVPD RIJCOSX def2/J DEFGRID3
* xyz -2 1
Cs 0.93056 0.23170 0.61295
C -2.75259 -4.89557 1.22786
C -3.38948 -3.79430 0.67969
C -2.72446 -2.96914 -0.22282
C -1.40736 -3.23643 -0.58669
C -0.77471 -4.34770 -0.02359
C -1.44002 -5.17520 0.86581
P -0.43171 -2.15658 -1.71220
C 0.01845 -3.39924 -2.99736
C -0.74870 -4.51174 -3.34722
C -0.34115 -5.36992 -4.35905
C 0.84268 -5.12842 -5.04657
C 1.61726 -4.02789 -4.71142
C 1.20936 -3.17771 -3.68957
C -1.70404 -1.10569 -2.49509
C -2.20935 -1.34712 -3.77372
C -3.11920 -0.45797 -4.33707
C -3.53270 0.62888 -3.57201
C -3.02166 0.81411 -2.28867
C -2.04751 0.00032 -1.67021
H -3.26800 -5.52704 1.94172
H -4.40715 -3.55893 0.96795
H -3.21950 -2.09954 -0.63580
H 0.25840 -4.55494 -0.27931
H -0.92805 -6.03109 1.29154
H -1.67398 -4.70254 -2.81659
H -0.95231 -6.22749 -4.61562
H 1.15890 -5.79849 -5.83735
H 2.54408 -3.82992 -5.23666
H 1.82241 -2.32420 -3.41709
H -1.88128 -2.20954 -4.34688
H -3.49776 -0.61642 -5.34125
H -4.24713 1.34170 -3.97562
H -3.39730 1.68995 -1.75262
O -2.16700 -2.52380 8.68872
N -1.10127 -2.13200 8.12956
O 0.00843 -2.14646 8.75235
C -1.16516 -1.63414 6.83816
C -2.38933 -1.64152 6.17324
C -2.51272 -1.18718 4.84069
C -3.74357 -1.19783 4.14109
C -3.78868 -0.77499 2.84044
C -2.60242 -0.34400 2.21752
N -1.44728 -0.30942 2.84909
C -1.39350 -0.70825 4.13076
C -0.11070 -0.64974 4.82889
N 0.92872 -0.15097 4.13401
C 2.10736 -0.05075 4.71900
C 2.32939 -0.45078 6.03370
C 1.28149 -0.98241 6.75437
C 0.00981 -1.10161 6.16658
H -3.25184 -2.02302 6.69524
H -4.63337 -1.54832 4.65234
H -4.71472 -0.77590 2.27822
H -2.59122 -0.03214 1.17427
H 2.91433 0.35394 4.11380
H 3.31063 -0.34332 6.47948
H 1.39227 -1.31849 7.77579
Br 0.14628 2.78531 3.53800
C -0.47826 4.42386 2.85395
C -0.52704 5.56572 3.59704
C -0.99242 6.76403 3.00959
C -1.39482 6.80573 1.70448
C -1.35990 5.63496 0.90590
C -1.74993 5.61069 -0.45924
C -1.70419 4.46126 -1.19899
C -1.26325 3.23613 -0.62069
C -0.88267 3.31771 0.66254
C -0.89829 4.42946 1.50067
H -0.20506 5.55064 4.62985
H -1.01858 7.66365 3.61256
H -1.73904 7.73390 1.26312
H -2.07819 6.53700 -0.91589
H -1.99827 4.47194 -2.24192
H -1.25885 2.29160 -1.15900
C 1.76833 -3.51445 3.50329
S 2.36951 -2.43743 2.21034
C 3.52335 -3.56044 1.42653
O 1.24707 -2.29861 1.23717
H 2.57203 -3.73620 4.20689
H 1.35841 -4.42311 3.06025
H 0.98121 -2.96195 4.01498
H 4.31505 -3.83958 2.12365
H 3.94218 -3.01041 0.58446
H 2.98405 -4.44003 1.07142
C -0.11489 0.13773 -5.89253
C 0.60248 1.29417 -5.25056
C 1.61158 1.98160 -5.91892
C 2.26129 3.06040 -5.32963
C 1.89258 3.45614 -4.05648
C 0.89873 2.77119 -3.36529
C 0.25450 1.70337 -3.96147
S 2.68365 4.81919 -3.25002
O 3.72483 5.28814 -4.12915
O 1.65712 5.71956 -2.80383
N 3.39055 4.20920 -1.92651
C 4.47210 3.23171 -2.10870
C 4.69224 2.46058 -0.80878
C 3.47086 1.60071 -0.43662
O 2.37427 2.22329 -0.31436
O 3.63446 0.37135 -0.29817
H 0.39382 -0.18613 -6.80260
H -1.14097 0.41723 -6.14555
H -0.19089 -0.71110 -5.21277
H 1.89803 1.66601 -6.91645
H 3.04671 3.59473 -5.84767
H 0.63373 3.06794 -2.35765
H -0.52680 1.18438 -3.41725
H 2.70650 3.84532 -1.24746
H 5.37557 3.76831 -2.39510
H 4.23630 2.52153 -2.91229
H 4.88550 3.17428 -0.00326
H 5.56278 1.81498 -0.91869
*
```



(3)
Entry from the Open Molecules 2025 dataset: a molecular structure, C52H45GeInN8O7P (the ωB97M-V functional and the def2-TZVPD basis).

Computed properties:
E_LUMO (spin up / spin down) ... 0.0331 / 0.0331 Ha
HOMO (spin up / spin down) ... -3.076 / -3.077 eV
Frontier orbital gap (spin up / spin down) ... 4.0 / 4.0 eV

Geometry as ORCA input:
```
! wB97M-V def2-TZVPD RIJCOSX def2/J DEFGRID3
* xyz -1 1
In 1.08847 0.14618 -2.53774
O 4.30733 -7.43471 -1.50814
N 3.54966 -6.61255 -1.10717
O 2.78065 -6.74668 -0.17758
C 3.48501 -5.23721 -1.72846
C 4.67573 -4.72365 -2.02547
C 4.83731 -3.29407 -2.29287
C 6.04588 -2.59755 -2.49627
C 6.00930 -1.25176 -2.60127
C 4.80307 -0.56567 -2.69064
N 3.65697 -1.14673 -2.52136
C 3.68705 -2.47132 -2.30062
C 2.40659 -3.09481 -2.11978
N 1.31668 -2.27909 -2.25295
C 0.10689 -2.81557 -2.21718
C -0.13470 -4.17151 -1.88181
C 0.94248 -4.95694 -1.59061
C 2.27611 -4.48651 -1.80244
H 5.51237 -5.40733 -2.05821
H 6.99589 -3.11973 -2.48014
H 6.87236 -0.64883 -2.60564
H 4.84695 0.50592 -2.69855
H -0.76831 -2.22804 -2.53206
H -1.16989 -4.48852 -1.77876
H 0.83286 -5.96669 -1.27951
N -1.58381 -1.32018 -0.52658
N -2.94253 -0.94266 -0.67979
C -3.50707 -0.60255 -1.87528
N -4.78400 -0.10464 -1.73878
N -2.72198 -0.82625 -2.94196
N -3.30143 -0.31638 -4.13144
O -2.61915 0.36035 -4.89289
O -4.46167 -0.67223 -4.41452
H -1.44997 -1.61965 0.46012
H -0.98689 -0.50773 -0.69562
H -3.47773 -0.65344 0.14023
H -4.83828 0.61825 -1.04878
H -5.24562 0.10544 -2.61668
C 2.57237 1.13442 -5.51628
O 1.71500 0.02459 -5.81362
C 0.96787 -0.48350 -4.81081
O 0.12059 -1.32224 -5.12973
H 3.56443 0.97454 -5.93510
H 2.69374 1.28890 -4.45342
H 2.17506 2.12832 -5.83143
O -2.63194 -2.01794 2.71112
P -1.46221 -1.71720 3.58636
C 0.14611 -1.84324 2.74807
C 1.14710 -0.87382 2.67116
C 2.34855 -1.17628 2.08216
C 2.52062 -2.37257 1.40559
C 1.53828 -3.33639 1.35863
C 0.36231 -3.07199 2.08276
C -1.59331 -0.02727 4.19301
C -1.54853 1.02969 3.27718
C -1.77575 2.32882 3.66956
C -2.04049 2.58504 5.03246
C -2.18730 1.52480 5.92756
C -1.94465 0.23474 5.53140
C -1.36067 -2.83864 4.94812
C -2.55068 -3.55015 5.15471
C -2.61207 -4.46313 6.19635
C -1.46695 -4.74746 6.92563
C -0.27906 -4.04132 6.71022
C -0.21596 -3.06301 5.72536
H 0.98173 0.07917 3.13759
H 3.10578 -0.42122 2.08672
H 3.49235 -2.57563 0.99916
H 1.77172 -4.18527 0.76280
H -0.38974 -3.86077 2.11537
H -1.37921 0.77898 2.20914
H -1.74473 3.13853 2.95014
H -2.08941 3.57502 5.41799
H -2.41008 1.62591 6.98542
H -2.11454 -0.58125 6.17257
H -3.43496 -3.31625 4.53928
H -3.53853 -4.95244 6.31398
H -1.48291 -5.48619 7.73401
H 0.58540 -4.28080 7.31018
H 0.70336 -2.51854 5.53900
C 0.51760 1.02220 -0.74279
Ge -0.11480 2.81457 -0.98268
C 0.41473 3.73122 0.68469
C -0.27989 4.87175 1.09082
C -0.16817 5.39259 2.38481
C 0.80064 4.79999 3.28888
C 1.64391 3.76511 2.80552
C 1.39896 3.24341 1.52194
C 0.36542 4.16110 -2.49613
C 1.27988 3.86621 -3.44079
C 1.45670 4.62278 -4.57607
C 0.64881 5.74165 -4.80055
C -0.25982 6.10526 -3.80468
C -0.40587 5.31837 -2.63390
C -2.08807 3.17515 -0.99277
C -2.75460 3.09529 -2.25871
C -4.12609 2.93040 -2.40357
C -4.94922 3.04305 -1.25399
C -4.33657 3.17680 -0.01660
C -2.92690 3.17309 0.10573
H -1.06866 5.33205 0.45880
H -0.70018 6.22599 2.76662
H 0.88332 5.21989 4.32407
H 2.43032 3.45423 3.44295
H 2.06287 2.42123 1.13757
H 1.88725 2.97884 -3.34433
H 2.23172 4.42961 -5.34372
H 0.85499 6.39453 -5.60545
H -0.82913 7.00924 -3.90988
H -1.12443 5.62395 -1.90927
H -2.11121 3.00688 -3.16332
H -4.55433 2.74655 -3.39140
H -6.03691 3.08081 -1.34042
H -4.88454 3.13484 0.90714
H -2.45898 3.13940 1.01831
*
```



(4)
Entry from the Open Molecules 2025 dataset: a molecular structure, C52H46AsCoN3O6P2S2 (the ωB97M-V functional and the def2-TZVPD basis).

Computed properties:
E_LUMO (spin up / spin down) ... 0.1281 / 0.1278 Ha
Expectation value of S² ... 0.7666
HOMO (spin up / spin down) ... -1.375 / -1.375 eV
Frontier orbital gap (spin up / spin down) ... 4.9 / 4.9 eV

Geometry as ORCA input:
```
! wB97M-V def2-TZVPD RIJCOSX def2/J DEFGRID3
* xyz -2 2
Co -0.15096 -0.54897 1.07399
S 0.15927 -4.55797 0.72773
P 1.01897 -3.12035 -0.32628
C 0.17850 -1.56311 -0.62176
P -0.85133 -1.40902 -2.03477
S -2.77655 -1.77870 -1.75645
C -0.63339 0.36228 -2.53880
C -1.37845 0.86096 -3.60559
C -1.32030 2.20713 -3.93233
C -0.51801 3.06875 -3.19447
C 0.24591 2.56968 -2.15066
C 0.19421 1.22082 -1.82693
C -0.41836 -2.05883 -3.71241
C -1.36630 -2.78217 -4.42414
C -1.10220 -3.20933 -5.71653
C 0.11963 -2.92540 -6.30491
C 1.06521 -2.19267 -5.60113
C 0.79304 -1.74702 -4.31849
C 2.76703 -2.81569 0.15761
C 3.38299 -3.67799 1.05442
C 4.71823 -3.50393 1.38477
C 5.45352 -2.48822 0.79051
C 4.83874 -1.62792 -0.10956
C 3.49286 -1.77659 -0.41394
C 1.46206 -4.09280 -1.85681
C 2.73323 -4.11752 -2.42493
C 3.04515 -5.02395 -3.42976
C 2.09816 -5.92426 -3.88345
C 0.82116 -5.89635 -3.33849
C 0.51136 -4.99166 -2.33861
H -2.02616 0.18916 -4.15721
H -1.92283 2.58791 -4.74936
H -0.50731 4.12789 -3.42471
H 0.86788 3.23029 -1.55708
H 0.77009 0.83210 -0.99516
H -2.30984 -3.01560 -3.94858
H -1.84906 -3.78269 -6.25370
H 0.33938 -3.28472 -7.30387
H 2.02636 -1.98075 -6.05499
H 1.52110 -1.16569 -3.76391
H 2.79571 -4.46512 1.50963
H 5.18812 -4.16175 2.10614
H 6.50286 -2.36084 1.03387
H 5.41811 -0.84516 -0.58753
H 2.99645 -1.08937 -1.09105
H 3.49765 -3.43710 -2.07917
H 4.04377 -5.02679 -3.85394
H 2.35421 -6.64800 -4.64974
H 0.06764 -6.59082 -3.69229
H -0.47422 -4.98767 -1.88955
C 0.70689 5.99953 -1.75048
O -0.55749 6.61423 -1.65925
C -1.32720 6.26674 -0.57425
C -2.66811 6.63411 -0.61888
C -3.52926 6.29174 0.40111
C -3.08652 5.53137 1.49954
C -1.70924 5.23875 1.55888
C -0.84410 5.60041 0.54541
N -4.00111 5.18214 2.47171
N -3.72524 4.32593 3.38467
C -2.97684 3.21662 3.20792
C -2.32422 2.68751 4.33636
C -1.37330 1.69451 4.24114
C -1.05075 1.13892 2.99273
O -0.10259 0.30722 2.78803
C -1.84602 1.50450 1.86487
N -1.59792 0.77311 0.73569
C -2.40090 0.99060 -0.29101
C -3.42684 1.93523 -0.28312
C -3.63336 2.71673 0.82705
C -2.82426 2.51426 1.95032
H 1.07738 6.19499 -2.75551
H 0.63952 4.91864 -1.59366
H 1.41654 6.40640 -1.02087
H -3.01409 7.18387 -1.48541
H -4.57411 6.56950 0.34729
H -1.31568 4.72486 2.42439
H 0.20467 5.35435 0.64287
H -2.52650 3.15883 5.29071
H -0.82868 1.35940 5.11393
H -2.26982 0.37265 -1.16151
H -4.05348 2.02879 -1.15850
H -4.43261 3.44478 0.85674
C 4.26751 2.03911 0.55664
As 2.54477 1.21338 1.17029
C 3.18846 0.65447 2.92043
C 1.79687 2.95658 1.72305
H 4.64811 2.74682 1.29605
H 4.12018 2.57524 -0.38303
H 5.01686 1.26617 0.39131
H 3.71068 1.46343 3.43769
H 3.84679 -0.20868 2.82802
H 2.32594 0.34119 3.50557
H 2.54392 3.55934 2.24519
H 0.94670 2.80654 2.38876
H 1.44736 3.50338 0.84425
O 1.84717 -2.31805 3.86929
C 0.92089 -2.14137 3.08695
O 1.09840 -1.69127 1.88105
C -0.49311 -2.48154 3.54208
C -0.65078 -2.94576 4.83848
C -1.89621 -3.31858 5.34683
C -2.97121 -3.19528 4.50596
O -4.29782 -3.50757 4.73962
C -4.95111 -3.30479 3.49513
O -4.06862 -2.66456 2.60739
C -2.83027 -2.71012 3.21425
C -1.60976 -2.36268 2.70243
H 0.23546 -3.02432 5.45245
H -2.01689 -3.69543 6.35350
H -5.84231 -2.68561 3.64563
H -5.25393 -4.27957 3.08006
H -1.53211 -2.05620 1.66007
*
```



Summary of energy above the lowest of the compared OMol25 structures with the same formula, charge and spin in kJ/mol
70.4, 86.4, 405.9, 140.1
(order as listed above)